ORCA calculation (ωB97M-V/def2-TZVPD) on a gas-phase ion, C3H8NOS (charge +1) in a non-equilibrium geometry.

CARTESIAN COORDINATES (ANGSTROEM)
C  1.1723  1.1860  0.2589
N  0.1458  0.6665  -0.6996
C  -0.9555  -0.1490  -0.0970
C  -0.2026  -1.6170  0.3501
O  -2.0480  -0.2418  -0.9104
S  -2.4448  0.5586  0.5606
H  1.1859  0.4502  1.1435
H  2.1145  1.1710  -0.1512
H  0.8665  2.1575  0.6202
H  0.5410  0.2230  -1.4311
H  -0.3588  1.4066  -1.2068
H  -0.7905  -2.6161  0.4068
H  0.1001  -1.5071  1.3908
H  0.6742  -1.6885  -0.2347

- Net charge: +1
- Spin multiplicity: 1
- LUMO level: -4.43 eV
- SMILES string: C[NH2+][C@]1(C)OS1
- E_HOMO: -13.90 eV
- Strongest force on any atom: 4.9 eV/A
- Energy relative to the best compared isomer or geometry (same formula, charge and spin): 254.6 kJ/mol